Here is a cluster of 16 separate species, H32O16 in total in a non-equilibrium geometry from the Open Molecules 2025 dataset. Energies are from ωB97M-V with the def2-TZVPD basis set.

Each atom is followed by the atoms it is bonded to, with distances in Å.
Atoms and positions in Å:
1 O 5.721 1.705 0.377  H2 0.955, H3 0.963
2 H 4.782 1.673 0.206  O1 0.955
3 H 6.153 0.845 0.360  O1 0.963
4 O -1.603 3.522 1.503  H5 0.947, H6 0.951
5 H -2.240 2.826 1.588  O4 0.947
6 H -0.898 3.499 0.865  O4 0.951
7 O 0.700 -1.784 -4.068  H8 0.957, H9 0.952
8 H 0.792 -2.535 -3.481  O7 0.957
9 H -0.195 -1.512 -4.242  O7 0.952
10 O -3.490 4.079 -0.012  H11 0.957, H12 0.952
11 H -4.066 3.706 -0.679  O10 0.957
12 H -2.726 4.500 -0.393  O10 0.952
13 O 1.000 -4.511 -0.238  H14 0.967, H15 0.973
14 H 0.114 -4.122 -0.251  O13 0.967
15 H 1.199 -4.605 0.710  O13 0.973
16 O -2.338 -4.063 -1.781  H17 0.955, H18 0.960
17 H -2.571 -4.387 -2.649  O16 0.955
18 H -2.806 -4.571 -1.115  O16 0.960
19 O 0.334 -4.392 2.985  H20 0.958, H21 0.963
20 H -0.509 -4.842 2.923  O19 0.958
21 H 0.955 -4.939 3.476  O19 0.963
22 O 1.312 0.953 2.912  H23 0.978, H24 0.955
23 H 1.084 0.055 2.597  O22 0.978
24 H 0.992 1.577 2.265  O22 0.955
25 O -1.626 -0.286 -0.868  H26 0.956, H27 0.966
26 H -0.868 -0.619 -1.344  O25 0.956
27 H -1.661 -0.555 0.059  O25 0.966
28 O -0.164 1.988 -0.140  H29 0.976, H30 0.962
29 H 0.531 2.671 -0.204  O28 0.976
30 H 0.298 1.565 0.591  O28 0.962
31 O 2.341 0.714 -2.320  H32 0.959, H33 0.956
32 H 2.742 1.250 -3.007  O31 0.959
33 H 1.847 -0.094 -2.448  O31 0.956
34 O -3.150 -1.564 1.855  H35 0.976, H36 0.971
35 H -3.928 -1.971 2.281  O34 0.976
36 H -2.662 -2.396 1.740  O34 0.971
37 O 0.218 3.500 -3.453  H38 0.974, H39 0.962
38 H 0.193 2.703 -2.894  O37 0.974
39 H -0.731 3.570 -3.595  O37 0.962
40 O 3.837 0.145 3.669  H41 0.957, H42 0.983
41 H 3.919 0.697 4.447  O40 0.957
42 H 2.949 0.319 3.285  O40 0.983
43 O -0.426 -1.153 1.773  H44 0.974, H45 0.967
44 H -0.961 -0.545 2.314  O43 0.974
45 H -0.285 -2.000 2.217  O43 0.967
46 O -2.239 1.793 -2.323  H47 0.958, H48 0.951
47 H -1.782 1.514 -1.529  O46 0.958
48 H -3.137 1.666 -2.613  O46 0.951

Summary:
max |F|: 3.24 eV/Å
ΔE to the lowest compared entry with this formula, charge and spin: 7.423 eV
orbital gap: 9.449 eV

Atom charges from the Mulliken analysis, given in e for atoms 1 to 4:
1. O -0.625
2. H 0.309
3. H 0.315
4. O -0.641